DFT (ωB97M-V/def2-TZVPD) results for a 4-piece molecular cluster, C22H53NO10 overall in a non-equilibrium geometry.

Properties
Total charge: 0
HOMO level in eV: -8.610
LUMO in eV: 0.48
Multiplicity: 1
SMILES string: COC[C@H](C)N.COCCOCCOC.COCCOCCOC.COCCOCCOC
HOMO-LUMO gap in eV: 9.09

Last column: Löwdin charge in e.
Geometry (Å):
1 C -16.98 18.83 16.72  -0.058
2 O -15.68 19.21 17.16  -0.212
3 C -15.35 20.57 17.22  -0.205
4 C -13.82 20.74 17.29  -0.401
5 C -13.03 19.65 18.04  -0.064
6 N -13.44 22.02 17.88  0.057
7 H -17.10 17.76 16.67  0.069
8 H -16.92 19.30 15.72  0.092
9 H -17.79 19.36 17.23  0.060
10 H -15.60 21.15 16.32  0.117
11 H -15.98 21.07 17.98  0.122
12 H -13.54 20.82 16.24  0.131
13 H -13.43 19.54 19.05  0.075
14 H -11.95 19.82 18.09  0.075
15 H -13.03 18.69 17.52  0.060
16 H -13.94 22.80 17.44  0.042
17 H -13.71 22.14 18.85  0.042
18 C -13.99 25.01 16.16  -0.104
19 O -14.28 24.65 17.48  -0.214
20 C -13.95 25.63 18.43  -0.199
21 C -14.33 25.12 19.80  -0.176
22 O -13.41 24.11 20.22  -0.128
23 C -13.70 23.57 21.49  -0.205
24 C -14.69 22.42 21.55  -0.186
25 O -15.97 22.75 21.01  -0.204
26 C -16.80 23.45 21.90  -0.109
27 H -14.52 25.93 15.89  0.088
28 H -14.31 24.26 15.44  0.090
29 H -12.93 25.22 15.99  0.096
30 H -14.44 26.59 18.24  0.128
31 H -12.88 25.88 18.45  0.135
32 H -15.34 24.70 19.71  0.121
33 H -14.38 25.80 20.65  0.128
34 H -13.95 24.35 22.23  0.122
35 H -12.74 23.25 21.91  0.130
36 H -14.65 21.92 22.52  0.129
37 H -14.38 21.64 20.84  0.112
38 H -16.44 24.48 21.94  0.080
39 H -16.79 23.05 22.92  0.092
40 H -17.83 23.47 21.55  0.080
41 C -11.58 12.05 14.68  -0.100
42 O -12.40 12.29 15.81  -0.199
43 C -13.61 12.96 15.52  -0.197
44 C -14.40 13.40 16.75  -0.187
45 O -15.06 14.61 16.47  -0.129
46 C -15.64 15.22 17.61  -0.167
47 C -14.63 15.95 18.51  -0.192
48 O -13.44 15.27 18.89  -0.199
49 C -12.71 16.01 19.85  -0.098
50 H -10.65 11.55 14.94  0.085
51 H -11.45 12.99 14.14  0.085
52 H -12.15 11.34 14.07  0.085
53 H -14.31 12.38 14.90  0.125
54 H -13.28 13.85 14.98  0.124
55 H -13.78 13.35 17.65  0.121
56 H -15.24 12.72 16.94  0.123
57 H -16.21 14.48 18.17  0.125
58 H -16.31 15.97 17.21  0.099
59 H -15.12 16.36 19.40  0.124
60 H -14.33 16.87 17.99  0.101
61 H -11.86 15.42 20.17  0.090
62 H -13.39 16.11 20.71  0.089
63 H -12.40 16.97 19.43  0.079
64 C -18.84 20.45 20.37  -0.090
65 O -19.33 19.84 19.18  -0.195
66 C -20.56 20.43 18.80  -0.208
67 C -20.52 20.50 17.26  -0.187
68 O -21.63 21.16 16.69  -0.102
69 C -21.48 22.56 16.74  -0.208
70 C -22.40 23.18 15.69  -0.200
71 O -23.77 23.03 15.99  -0.183
72 C -24.27 23.86 17.04  -0.102
73 H -17.79 20.15 20.49  0.086
74 H -19.35 20.12 21.28  0.090
75 H -18.88 21.53 20.23  0.077
76 H -20.78 21.44 19.17  0.110
77 H -21.38 19.91 19.31  0.131
78 H -20.45 19.46 16.93  0.129
79 H -19.57 20.91 16.91  0.117
80 H -20.47 22.91 16.53  0.130
81 H -21.79 23.01 17.69  0.105
82 H -22.20 22.71 14.73  0.128
83 H -22.19 24.23 15.45  0.124
84 H -23.60 23.84 17.91  0.073
85 H -25.19 23.36 17.31  0.093
86 H -24.37 24.90 16.74  0.087

DFT (ωB97M-V/def2-TZVPD) results for C22H53NO6V as an isolated structure in a non-equilibrium geometry.

Properties
Total charge: 0
HOMO level (spin up / spin down) in eV: -7.225 / -7.358
LUMO (spin up / spin down) in eV: -0.41 / -0.63
Multiplicity: 4
HOMO-LUMO gap (spin up / spin down) in eV: 6.81 / 6.73

Last column: Löwdin spin population.
Geometry (Å):
1 V -1.93 0.85 -3.35  2.875
2 C -0.85 4.53 -2.90  0.000
3 C -2.24 4.18 -3.50  0.001
4 O -2.79 2.93 -3.08  0.000
5 H -0.47 5.48 -3.29  0.000
6 H -0.19 3.70 -3.13  0.000
7 H -1.05 4.62 -1.83  0.000
8 H -2.15 4.16 -4.59  0.000
9 H -2.79 5.08 -3.23  -0.001
10 C 1.65 1.01 -1.33  0.001
11 C 0.31 1.39 -0.71  0.002
12 O -0.72 1.04 -1.51  0.035
13 H 2.50 1.00 -0.64  0.000
14 H 1.81 1.72 -2.15  0.000
15 H 1.69 -0.01 -1.69  0.000
16 H 0.28 2.48 -0.64  0.001
17 H 0.11 0.99 0.28  0.000
18 C 1.13 2.71 -5.97  0.000
19 C 0.57 1.30 -5.60  0.003
20 C 1.70 0.16 -5.45  0.001
21 O -0.13 1.50 -4.44  0.023
22 H 1.75 3.09 -5.16  0.000
23 H 0.32 3.43 -6.09  0.000
24 H 1.72 2.57 -6.88  0.000
25 H -0.07 1.07 -6.45  0.001
26 H 2.43 0.44 -4.69  0.000
27 H 2.24 -0.02 -6.38  0.000
28 H 1.48 -0.86 -5.13  0.000
29 H 0.66 1.77 -3.98  0.001
30 C -2.82 2.03 2.04  0.000
31 C -3.11 3.12 0.96  0.000
32 C -2.29 4.37 0.96  0.000
33 O -3.06 2.54 -0.31  0.000
34 H -3.12 1.02 1.76  0.000
35 H -3.38 2.36 2.91  0.000
36 H -1.77 2.08 2.34  0.000
37 H -4.14 3.43 1.15  0.000
38 H -1.36 4.10 0.44  0.000
39 H -2.06 4.84 1.91  0.000
40 H -2.80 5.11 0.35  0.000
41 H -2.13 2.35 -0.47  0.000
42 C -0.48 -2.49 -1.75  0.001
43 C -0.16 -2.08 -3.22  0.003
44 C -0.28 -3.35 -4.03  0.000
45 O -1.15 -1.27 -3.77  0.043
46 H 0.32 -3.10 -1.32  0.000
47 H -1.37 -3.11 -1.70  0.000
48 H -0.57 -1.68 -1.03  0.000
49 H 0.80 -1.56 -3.30  0.000
50 H -1.24 -3.85 -4.12  0.000
51 H 0.27 -4.17 -3.57  0.000
52 H 0.07 -3.30 -5.06  0.000
53 H -1.87 -1.82 -4.12  0.008
54 C 3.18 -2.17 3.71  0.000
55 C 2.12 -2.01 4.72  0.000
56 C 1.60 -0.56 4.61  0.000
57 C 0.51 -0.33 3.47  0.000
58 C -0.56 -1.40 3.85  0.000
59 C -0.13 -2.99 3.88  0.000
60 N 1.01 -3.04 4.78  0.000
61 O 1.46 -4.26 5.09  0.000
62 C -1.34 -3.79 4.35  0.000
63 C 0.34 -3.35 2.37  0.000
64 C 2.90 -2.10 6.05  0.000
65 H 3.40 -3.22 3.86  0.000
66 H 2.88 -1.95 2.68  0.000
67 H 4.09 -1.59 3.86  0.000
68 H 1.26 -0.22 5.59  0.000
69 H 2.36 0.19 4.42  0.000
70 H 0.03 0.65 3.51  0.000
71 H 0.89 -0.37 2.45  0.000
72 H -1.50 -1.12 3.37  0.000
73 H -0.72 -0.98 4.84  0.000
74 H -2.28 -3.72 3.80  0.000
75 H -1.68 -3.58 5.37  0.000
76 H -1.06 -4.84 4.41  0.000
77 H 1.04 -2.59 2.03  0.000
78 H -0.49 -3.39 1.68  0.000
79 H 0.96 -4.25 2.31  0.000
80 H 2.39 -2.19 7.01  0.000
81 H 3.45 -3.04 6.15  0.000
82 H 3.54 -1.25 6.26  0.000
83 H 1.11 -4.44 5.96  0.000

DFT (ωB97M-V/def2-TZVPD) results for a 12-piece molecular cluster, C22H54BF31N6O8P4 overall in a non-equilibrium geometry.

Properties
Total charge: 0
HOMO level in eV: -6.380
LUMO in eV: -3.91
Multiplicity: 1
HOMO-LUMO gap in eV: 2.47

Last column: Löwdin charge in e.
Geometry (Å):
1 C 9.70 -25.86 5.19  0.042
2 C 10.59 -26.32 6.32  -0.384
3 O 11.20 -25.60 7.03  0.223
4 N 10.80 -27.84 6.58  0.090
5 H 10.52 -28.44 5.81  0.164
6 H 11.80 -27.97 6.78  0.173
7 C 10.07 -28.34 7.82  0.019
8 H 8.68 -26.12 5.47  0.103
9 H 10.02 -26.30 4.24  0.069
10 H 9.90 -24.79 5.08  0.086
11 H 8.99 -28.30 7.72  0.105
12 H 10.40 -27.72 8.66  0.100
13 H 10.36 -29.39 7.89  0.105
14 C 9.25 -24.15 0.05  0.033
15 C 10.38 -24.92 0.72  -0.363
16 O 10.92 -24.57 1.71  0.181
17 N 10.67 -26.33 0.19  0.109
18 H 10.90 -26.23 -0.81  0.192
19 H 11.51 -26.64 0.66  0.174
20 C 9.50 -27.30 0.35  0.033
21 H 9.70 -23.73 -0.86  0.108
22 H 8.91 -23.31 0.65  0.082
23 H 8.35 -24.71 -0.22  0.075
24 H 9.35 -27.48 1.41  0.098
25 H 9.70 -28.25 -0.13  0.109
26 H 8.61 -26.84 -0.06  0.090
27 C 7.79 -20.52 -1.16  0.040
28 C 6.67 -20.89 -2.12  -0.359
29 O 6.60 -20.56 -3.25  0.227
30 N 5.46 -21.57 -1.43  0.070
31 H 5.77 -22.01 -0.56  0.151
32 H 4.91 -20.82 -0.99  0.189
33 C 4.77 -22.59 -2.29  0.017
34 H 8.19 -19.61 -1.63  0.112
35 H 8.60 -21.25 -1.11  0.076
36 H 7.44 -20.22 -0.17  0.098
37 H 3.76 -22.78 -1.92  0.098
38 H 5.40 -23.47 -2.33  0.101
39 H 4.58 -22.08 -3.24  0.106
40 C 6.95 -20.67 4.62  0.027
41 C 5.57 -20.12 4.62  -0.385
42 O 5.23 -19.08 5.05  0.229
43 N 4.44 -21.04 4.13  0.059
44 H 3.92 -20.35 3.58  0.180
45 H 4.85 -21.62 3.40  0.159
46 C 3.71 -21.85 5.19  0.049
47 H 7.35 -20.66 3.60  0.103
48 H 7.01 -21.66 5.07  0.080
49 H 7.66 -20.06 5.20  0.096
50 H 4.48 -22.54 5.52  0.100
51 H 2.95 -22.48 4.73  0.098
52 H 3.41 -21.11 5.93  0.115
53 C 10.85 -21.42 3.39  0.019
54 C 10.66 -20.87 1.99  -0.310
55 O 9.62 -21.08 1.41  0.064
56 N 11.65 -19.84 1.40  0.102
57 H 12.24 -19.47 2.16  0.095
58 H 12.26 -20.36 0.77  0.111
59 C 11.06 -18.61 0.76  0.045
60 H 11.88 -21.75 3.52  0.048
61 H 10.20 -22.30 3.44  0.066
62 H 10.80 -20.68 4.20  0.106
63 H 10.44 -18.20 1.55  0.092
64 H 10.47 -18.89 -0.10  0.077
65 H 11.92 -17.96 0.64  0.101
66 C 14.15 -23.60 1.74  0.014
67 C 14.12 -23.97 3.18  -0.390
68 O 13.25 -23.64 3.91  0.189
69 N 15.34 -24.75 3.70  0.109
70 H 15.85 -25.06 2.87  0.171
71 H 15.98 -24.08 4.14  0.201
72 C 14.95 -25.91 4.59  0.020
73 H 15.05 -23.02 1.52  0.128
74 H 13.33 -22.94 1.45  0.076
75 H 14.15 -24.41 1.01  0.097
76 H 15.89 -26.28 5.00  0.103
77 H 14.44 -26.70 4.06  0.095
78 H 14.41 -25.46 5.42  0.103
79 C 9.69 -22.40 8.54  -0.521
80 O 9.69 -23.79 8.90  -0.125
81 O 10.79 -21.85 9.07  -0.173
82 C 9.54 -22.32 6.97  -0.520
83 F 10.63 -22.63 6.25  0.128
84 F 8.52 -23.16 6.57  0.047
85 F 9.20 -21.09 6.57  0.137
86 C 8.50 -24.26 9.47  -0.299
87 C 8.59 -25.79 9.62  -0.081
88 H 9.31 -26.08 10.38  0.083
89 H 7.59 -26.13 9.87  0.073
90 H 8.83 -26.13 8.61  0.025
91 H 7.61 -24.01 8.88  0.106
92 H 8.40 -23.89 10.50  0.125
93 H 8.78 -21.94 8.95  0.134
94 P 7.72 -16.07 -1.88  0.174
95 F 8.14 -16.98 -3.18  -0.191
96 F 8.84 -15.00 -2.34  -0.147
97 F 6.63 -15.24 -2.76  -0.186
98 F 7.30 -15.27 -0.54  -0.168
99 F 6.54 -17.16 -1.54  -0.236
100 F 8.69 -16.95 -0.89  -0.188
101 P 12.54 -21.59 -1.90  0.189
102 F 12.01 -22.53 -0.67  -0.216
103 F 13.43 -20.81 -0.74  -0.170
104 F 13.88 -22.50 -2.10  -0.183
105 F 13.03 -20.64 -3.07  -0.099
106 F 11.84 -22.54 -2.99  -0.169
107 F 11.22 -20.66 -1.59  -0.161
108 P 13.93 -16.53 -1.43  0.142
109 F 13.62 -15.33 -2.46  -0.178
110 F 15.48 -16.46 -1.83  -0.166
111 F 14.05 -15.59 -0.13  -0.159
112 F 14.25 -17.78 -0.43  -0.187
113 F 12.31 -16.58 -1.22  -0.187
114 F 13.66 -17.55 -2.70  -0.204
115 P 14.50 -19.49 3.59  0.230
116 F 15.04 -18.43 4.65  -0.107
117 F 13.34 -19.99 4.61  -0.155
118 F 13.38 -18.39 3.01  -0.163
119 F 13.92 -20.70 2.60  -0.219
120 F 15.47 -19.06 2.40  -0.127
121 F 15.66 -20.59 3.99  -0.209
122 B 9.42 -17.67 4.18  -1.294
123 F 9.26 -16.31 4.03  0.140
124 F 10.74 -18.05 3.83  0.086
125 F 9.25 -18.16 5.48  0.106
126 F 8.46 -18.33 3.40  0.082

DFT (ωB97M-V/def2-TZVPD) results for C22H54Cl2P2PtSi as an isolated structure in a non-equilibrium geometry.

Properties
Total charge: 0
HOMO level (spin up / spin down) in eV: -3.622 / -7.344
LUMO (spin up / spin down) in eV: 0.00 / -2.90
Multiplicity: 5
HOMO-LUMO gap (spin up / spin down) in eV: 3.62 / 4.45

Last column: Löwdin spin population.
Geometry (Å):
1 Pt -1.26 0.53 0.89  1.401
2 Cl -0.65 1.44 -1.21  0.308
3 P -3.10 -0.42 -0.19  0.233
4 C -3.09 -1.34 -1.79  0.012
5 C -4.04 -1.41 1.03  0.018
6 C -4.09 1.07 -0.68  0.074
7 C -1.78 -2.08 -2.05  0.035
8 H -3.19 -0.53 -2.53  0.002
9 C -4.29 -2.29 -1.96  0.001
10 H -4.26 -3.13 -1.25  0.000
11 H -4.22 -2.71 -2.97  0.000
12 H -5.26 -1.80 -1.87  0.000
13 H -0.93 -1.37 -2.09  0.007
14 H -1.85 -2.57 -3.03  0.003
15 H -1.57 -2.85 -1.29  0.010
16 H -3.56 1.41 -1.59  0.000
17 C -4.01 2.20 0.35  0.037
18 C -5.55 0.73 -1.05  0.019
19 H -5.60 0.16 -1.98  0.000
20 H -6.07 1.68 -1.22  0.007
21 H -6.08 0.19 -0.26  0.002
22 H -2.96 2.35 0.68  0.025
23 H -4.65 2.00 1.22  0.001
24 H -4.36 3.13 -0.11  0.001
25 C -3.38 -2.78 1.26  0.010
26 H -5.02 -1.56 0.54  0.003
27 C -4.24 -0.67 2.36  0.017
28 H -3.34 -3.40 0.36  0.001
29 H -3.98 -3.31 2.01  0.002
30 H -2.36 -2.65 1.67  0.005
31 H -3.29 -0.23 2.71  0.011
32 H -4.56 -1.41 3.11  0.001
33 H -5.00 0.11 2.29  0.000
34 Cl -0.48 -1.02 2.52  0.350
35 H -1.41 -0.92 0.07  0.179
36 P 3.60 0.82 -0.27  0.594
37 C 3.98 2.40 -1.10  0.067
38 C 4.53 0.50 1.28  0.089
39 C 3.41 -0.56 -1.45  0.069
40 C 2.87 3.40 -0.72  0.029
41 H 3.89 2.17 -2.18  0.003
42 C 5.40 2.92 -0.82  0.019
43 H 5.55 3.18 0.23  0.001
44 H 5.55 3.83 -1.41  0.004
45 H 6.16 2.19 -1.12  0.000
46 H 1.88 2.95 -0.85  0.007
47 H 2.93 4.29 -1.36  0.002
48 H 2.97 3.74 0.32  0.001
49 H 2.88 -0.08 -2.30  0.002
50 C 2.46 -1.64 -0.89  0.019
51 C 4.73 -1.12 -1.98  0.033
52 H 5.28 -0.37 -2.56  0.000
53 H 4.52 -1.96 -2.66  0.006
54 H 5.38 -1.49 -1.17  0.001
55 H 1.60 -1.19 -0.36  0.011
56 H 2.98 -2.32 -0.20  0.000
57 H 2.06 -2.25 -1.71  0.000
58 C 4.18 1.59 2.31  0.011
59 H 5.58 0.57 0.96  0.021
60 C 4.23 -0.88 1.87  0.003
61 H 4.48 2.60 1.96  0.000
62 H 4.70 1.41 3.27  0.000
63 H 3.10 1.60 2.52  0.003
64 H 3.14 -1.05 1.97  0.003
65 H 4.66 -0.94 2.88  0.000
66 H 4.66 -1.70 1.28  0.000
67 C -2.35 2.99 3.78  0.005
68 Si -0.54 2.53 3.56  0.026
69 C 0.50 4.05 3.98  0.009
70 C -0.14 1.19 4.82  0.002
71 C -0.13 2.05 1.79  0.145
72 H -2.44 3.58 4.71  0.000
73 H -3.00 2.11 3.90  0.001
74 H -2.73 3.60 2.95  0.000
75 H 0.27 4.36 5.01  0.002
76 H 1.58 3.85 3.92  0.000
77 H 0.27 4.90 3.32  0.000
78 H -0.86 0.36 4.81  0.003
79 H 0.86 0.77 4.66  0.001
80 H -0.17 1.67 5.81  0.000
81 H 0.90 1.66 1.63  0.021
82 H -0.24 2.93 1.12  0.012

DFT (ωB97M-V/def2-TZVPD) results for a 3-piece molecular cluster, C22H54FN3O9P3 overall in a non-equilibrium geometry.

Properties
Total charge: +1
HOMO level in eV: -11.731
LUMO in eV: -4.14
Multiplicity: 1
HOMO-LUMO gap in eV: 7.59

Last column: Löwdin charge in e.
Geometry (Å):
1 C -3.18 -1.76 4.07  -0.117
2 C -3.98 -1.78 2.78  -0.260
3 C -4.33 -3.21 2.31  -0.215
4 C -4.28 -3.31 0.78  -0.177
5 C -2.79 -3.23 0.33  -0.186
6 C -2.30 -4.38 -0.57  -0.196
7 C -2.83 -5.78 -0.26  -0.184
8 C -2.55 -6.35 1.15  -0.148
9 C -1.37 -5.68 1.85  -0.084
10 N -0.84 -6.51 2.97  0.024
11 F -1.23 -7.79 3.05  0.115
12 C -0.06 -6.10 3.93  -0.399
13 N 0.34 -4.77 3.88  0.184
14 N 0.28 -6.99 4.93  -0.043
15 P -0.77 -6.98 6.35  0.683
16 O -1.03 -8.30 6.90  -0.357
17 H -3.74 -2.22 4.88  0.074
18 H -2.22 -2.27 3.95  0.053
19 H -2.96 -0.74 4.40  0.073
20 H -4.90 -1.21 2.95  0.112
21 H -3.43 -1.23 2.01  0.102
22 H -5.32 -3.43 2.71  0.114
23 H -3.57 -3.85 2.77  0.077
24 H -4.79 -2.42 0.41  0.106
25 H -4.83 -4.16 0.39  0.100
26 H -2.17 -3.09 1.22  0.090
27 H -2.67 -2.31 -0.23  0.106
28 H -1.21 -4.38 -0.55  0.101
29 H -2.57 -4.15 -1.61  0.119
30 H -3.90 -5.83 -0.47  0.105
31 H -2.37 -6.45 -0.98  0.114
32 H -3.44 -6.32 1.77  0.122
33 H -2.31 -7.40 1.03  0.110
34 H -1.71 -4.78 2.34  0.099
35 H -0.54 -5.44 1.18  0.139
36 H 1.21 -4.64 3.37  0.139
37 H 0.41 -4.38 4.81  0.118
38 H 1.20 -6.68 5.25  0.114
39 H -0.12 -6.10 7.23  0.030
40 H -1.90 -6.34 5.83  0.037
41 O -1.96 0.27 -2.05  -0.241
42 P -1.96 1.70 -2.38  0.413
43 O -2.10 2.62 -1.08  -0.171
44 C -1.18 2.48 0.00  -0.266
45 C 0.22 2.97 -0.35  -0.073
46 O -3.40 1.97 -3.04  -0.178
47 C -4.21 0.80 -3.27  -0.274
48 C -4.93 0.34 -2.02  -0.079
49 O -1.09 2.58 -3.36  -0.152
50 C 0.16 2.17 -3.96  -0.244
51 C 0.18 0.72 -4.41  -0.077
52 H -1.15 1.44 0.33  0.109
53 H -1.58 3.08 0.81  0.120
54 H 0.70 2.29 -1.06  0.061
55 H 0.85 3.01 0.54  0.084
56 H 0.18 3.96 -0.80  0.088
57 H -3.60 -0.01 -3.64  0.100
58 H -4.91 1.07 -4.06  0.119
59 H -4.26 0.36 -1.16  0.059
60 H -5.29 -0.68 -2.16  0.076
61 H -5.78 0.99 -1.78  0.078
62 H 0.97 2.37 -3.26  0.093
63 H 0.31 2.82 -4.81  0.122
64 H 0.02 0.04 -3.58  0.061
65 H 1.15 0.49 -4.85  0.083
66 H -0.59 0.54 -5.16  0.088
67 O 4.30 5.26 -0.32  -0.222
68 P 5.23 5.30 -1.45  0.398
69 O 4.73 4.46 -2.70  -0.173
70 C 3.41 4.68 -3.22  -0.274
71 C 3.27 6.03 -3.91  -0.067
72 O 6.53 4.44 -1.10  -0.181
73 C 6.67 3.77 0.15  -0.275
74 C 6.09 2.37 0.09  -0.073
75 O 5.99 6.53 -2.09  -0.159
76 C 5.70 7.92 -1.84  -0.239
77 C 5.37 8.23 -0.39  -0.081
78 H 2.68 4.58 -2.42  0.105
79 H 3.24 3.88 -3.94  0.112
80 H 3.29 6.84 -3.18  0.063
81 H 2.32 6.09 -4.44  0.081
82 H 4.08 6.18 -4.62  0.090
83 H 6.21 4.35 0.94  0.106
84 H 7.74 3.72 0.35  0.118
85 H 5.12 2.36 -0.40  0.071
86 H 5.97 1.96 1.10  0.075
87 H 6.74 1.70 -0.47  0.075
88 H 4.89 8.25 -2.50  0.103
89 H 6.59 8.47 -2.14  0.120
90 H 4.49 7.69 -0.06  0.061
91 H 5.17 9.30 -0.28  0.083
92 H 6.20 7.96 0.26  0.087